No. 1
28
Properties=species:S:1:pos:R:3 method="wB97M-V/def2-TZVPD" multiplicity=1 smiles="C[N+](=O)[O-].C[N+](=O)[O-].C[N+](=O)[O-].C[N+](=O)[O-]" homo_ev=-10.903 orbital_gap_ev=10.5 de_lowest_kj_mol=54.0
O 14.755 -0.731 13.014
O 6.237 -5.854 14.646
O 9.525 -1.622 14.571
C 6.463 -3.807 13.637
O 10.806 -0.331 9.503
H 8.667 -1.350 11.257
N 9.279 -0.574 15.129
H 12.298 -0.168 13.770
C 9.684 -1.645 11.013
O 10.114 0.186 15.530
H 5.855 -3.206 12.968
H 7.245 -1.008 14.937
H 7.703 -0.102 16.363
H 10.103 -2.124 11.897
O 10.859 0.291 11.575
H 7.376 -4.222 13.227
N 10.515 -0.461 10.681
H 11.793 -1.825 13.295
C 7.850 -0.185 15.287
H 9.708 -2.359 10.200
O 13.562 -1.770 11.582
O 4.491 -4.661 14.395
H 6.762 -3.074 14.389
N 5.676 -4.863 14.257
H 7.748 0.761 14.768
N 13.725 -1.255 12.661
C 12.607 -1.194 13.621
H 13.009 -1.619 14.539


No. 2
13
Properties=species:S:1:pos:R:3 method="wB97M-V/def2-TZVPD" multiplicity=1 smiles="C[C@@H]1C=CC(=O)O1" homo_ev="-8.647 / -8.648" orbital_gap_ev="8.5 / 8.5" de_lowest_kj_mol=329.4
H 0.912 0.246 2.388
C 0.617 -0.566 1.675
O 1.092 2.378 -1.260
H 1.499 -0.951 1.171
H -1.346 -1.448 -1.356
H 0.064 -1.306 2.214
H -1.557 -0.462 1.004
C -0.736 -0.627 -0.987
C -0.138 0.293 -1.797
C 0.449 1.395 -1.082
C -0.627 -0.275 0.430
H -0.272 0.366 -2.870
O 0.044 0.958 0.469


No. 3
78
Properties=species:S:1:pos:R:3 method="wB97M-V/def2-TZVPD" multiplicity=2 charge=+1 homo_ev="-9.299 / -11.383" orbital_gap_ev="6.1 / 7.7"
Y -0.023 -2.279 3.426
H 0.217 0.324 -3.545
H -1.267 -4.580 -1.242
C 3.853 1.501 -0.358
H 1.561 2.138 -2.427
H 5.809 0.232 -2.322
H 2.980 -0.920 1.191
H 2.800 -3.110 3.249
H -3.179 -2.358 -2.732
H 1.999 -3.183 0.599
H 2.402 -0.672 4.178
C 1.269 2.243 -3.472
Cl -0.297 -0.386 -0.193
C -2.550 4.015 -0.051
O -1.459 -0.929 -0.767
H 3.217 1.225 3.181
H -3.930 0.252 -4.271
H -1.810 -3.293 0.889
O -0.360 1.574 -5.020
H -1.724 1.535 2.252
H -1.850 4.624 0.522
H 2.794 1.758 -0.370
C -1.172 -4.176 0.876
H 0.933 3.262 -3.662
O -3.831 4.370 0.473
H -3.511 -0.230 4.006
H -1.791 -5.044 1.102
H 4.342 2.475 -0.337
C 2.151 1.422 3.063
C 0.024 1.387 -3.692
H 0.132 -5.270 -0.435
C 2.771 -3.047 1.356
O 1.461 -0.562 4.020
H 3.439 -3.907 1.406
H -3.453 1.794 2.503
H 4.061 1.201 -2.484
C 3.583 -1.798 0.959
H -4.732 -1.532 -2.818
H -3.136 3.544 -1.956
H -2.766 0.108 -2.942
H 1.609 1.240 5.141
O 2.160 -2.785 2.612
H -2.412 2.951 0.146
H -0.646 2.491 -5.031
C -3.207 -0.410 -3.794
C -0.520 -4.398 -0.469
O 0.906 -0.748 -0.930
H -2.285 1.993 3.880
H 2.119 1.908 -4.067
H 0.294 1.264 3.967
O -4.022 -2.538 -4.575
C -2.662 -0.039 3.349
C -3.833 -1.779 -3.383
H -1.470 0.123 4.742
H -2.304 -0.552 -4.387
H 0.164 -3.611 -0.788
H 4.002 0.982 0.589
H 3.432 -0.146 -1.637
H 1.902 1.020 2.081
O -0.181 -4.051 1.838
O -0.177 -0.814 1.211
H -2.951 5.259 -1.859
H -4.769 -3.116 -4.402
O -1.496 -0.513 4.023
O -0.308 1.041 -0.149
C 1.286 0.862 4.171
H 4.452 -1.702 1.610
H 0.355 -4.841 1.737
H -0.800 1.639 -3.025
H -2.876 -0.591 2.434
C -2.536 1.441 2.974
C 4.185 0.638 -1.560
O 5.493 0.161 -1.418
H -3.728 4.560 1.409
H 3.785 -1.766 -0.111
H 2.040 2.506 3.035
H -1.476 4.294 -1.963
C -2.486 4.321 -1.554


No. 4
11
Properties=species:S:1:pos:R:3 method="wB97M-V/def2-TZVPD" multiplicity=1 smiles=CNc1nnon1 homo_ev=-9.012 orbital_gap_ev=9.7 de_lowest_kj_mol=397.8
H -0.871 1.580 0.215
C -1.688 -0.353 0.106
N 1.180 -1.067 -0.256
O 2.504 -0.894 -0.281
N 2.829 0.420 -0.057
N 1.777 1.048 0.114
N -0.584 0.567 0.090
H -1.625 -0.608 -0.982
H -2.577 0.198 0.088
C 0.671 0.234 0.019
H -1.615 -1.125 0.944


No. 5
55
Properties=species:S:1:pos:R:3 method="wB97M-V/def2-TZVPD" multiplicity=1 smiles="CCOc1ccccc1N1CCN(C(=O)CNC(=O)c2sc3ccccc3c2Cl)CC1" homo_ev=-7.434 orbital_gap_ev=7.4 de_lowest_kj_mol=0.0
N -3.051 1.380 -0.282
H -2.092 1.551 -3.462
H 6.804 -0.238 0.806
C 1.826 -1.669 1.333
H -1.987 3.192 -0.296
C -0.517 -1.339 0.843
C -1.768 -2.883 -0.497
H -1.836 2.830 -2.247
C -1.540 2.107 1.523
O -3.483 0.059 -2.049
O 0.215 3.071 -1.054
H -2.941 -0.868 2.042
H -1.053 -2.838 -1.331
C 4.958 0.734 0.379
C -2.957 0.203 1.855
H 2.780 -0.126 2.467
H -4.048 -0.385 0.048
C -3.185 -3.018 -1.033
C 5.624 -1.383 -0.566
H 0.740 1.218 2.671
N -1.611 0.685 1.720
H 2.713 -2.278 1.244
C 3.762 0.657 -0.335
C 0.386 1.921 -1.421
C 1.636 1.186 -1.167
H -3.254 -3.896 -1.669
C 0.641 -2.097 0.752
H -4.744 1.022 0.888
C 1.863 -0.468 2.011
H -1.514 -3.747 0.135
C 0.713 0.291 2.120
C -0.493 -0.117 1.553
C -2.887 1.006 -1.562
H -0.524 2.385 1.244
H 5.141 1.588 1.012
C 5.876 -0.285 0.258
H -3.398 0.698 2.732
H 4.246 -2.325 -1.920
C -3.812 0.522 0.603
H 6.359 -2.169 -0.644
C -1.855 1.753 -2.414
H -3.443 -2.134 -1.611
H -0.396 0.250 -2.315
H 0.638 -3.027 0.208
C -2.515 2.538 0.393
H -3.888 -3.120 -0.210
H -3.362 3.091 0.818
Cl 2.672 3.006 0.563
H -1.803 2.636 2.450
O -1.703 -1.693 0.261
S 1.972 -0.348 -1.936
C 4.449 -1.479 -1.282
N -0.544 1.227 -2.113
C 2.668 1.576 -0.361
C 3.521 -0.455 -1.159


No. 6
47
Properties=species:S:1:pos:R:3 method="wB97M-V/def2-TZVPD" multiplicity=1 smiles="CCO[C@H]1OC(C(=O)O)=C[C@@H](c2csc3ccccc23)[C@@H]1CCCO" homo_ev=-8.380 orbital_gap_ev=8.9 de_lowest_kj_mol=10.5
H -4.262 -0.885 1.668
H -0.882 -2.138 -1.237
H 1.069 2.024 1.197
H 0.534 2.743 -1.612
H -4.213 0.525 0.583
C 1.870 0.465 -1.063
H 0.013 -0.076 0.782
C -0.078 1.979 -1.164
C 3.001 2.211 2.089
C -0.263 -2.662 0.762
H 0.849 -1.926 -0.930
H -4.367 -0.998 -1.397
C -0.150 -4.158 0.460
O -2.724 4.068 0.056
C -0.360 -0.311 -0.218
H -4.312 -2.404 -0.326
C -3.951 -0.533 0.682
C 4.361 1.913 2.004
C 0.382 0.556 -1.255
C -1.660 3.728 -0.386
H 0.153 0.174 -2.260
H -0.367 -4.734 1.362
H -1.223 -2.470 1.237
C 2.693 -0.190 -1.915
H -2.244 -0.104 -1.271
C 3.963 0.740 -0.022
H 0.530 -2.386 1.460
C -4.623 -1.365 -0.406
H 5.904 0.945 0.866
C 2.117 1.777 1.127
H 5.033 2.265 2.771
H 2.638 2.793 2.923
C 4.854 1.178 0.947
H 1.404 -4.056 -0.706
C -1.199 2.321 -0.520
S 4.357 -0.187 -1.441
O -2.053 1.442 0.059
C 2.586 1.023 0.049
H -0.883 -4.436 -0.313
O -0.745 4.609 -0.825
C -1.848 0.067 -0.249
O 1.143 -4.560 0.073
C -0.149 -1.803 -0.498
H -1.092 5.510 -0.720
H 2.425 -0.689 -2.827
H -5.701 -1.307 -0.288
O -2.532 -0.678 0.692


no.,total energy (a.u.)
1,-980.1560
2,-344.4765
3,-2039.2399
4,-372.7488
5,-2139.2518
6,-1511.6055